[1]
Formula: C25H23FN4O2S
Source: the OMol25 dataset
Level of theory: ωB97M-V/def2-TZVPD

## Properties
* energy relative to the best compared isomer or geometry (same formula, charge and spin): 0.0 kcal/mol
* total charge: 0
* orbital gap: 7.00 eV
* LUMO energy: -1.0 eV
* SMILES string: O=C1c2cccc3cccc(c23)C(=O)N1CCN1CCN(C(=S)Nc2ccc(F)cc2)CC1
* E_HOMO: -7.97 eV

```
56
C25H23FN4O2S | the OMol25 dataset | ωB97M-V/def2-TZVPD
O -4.178 -1.646 -0.080
C -3.434 -0.703 -0.254
C -3.378 0.451 0.660
C -4.205 0.496 1.763
C -4.143 1.575 2.650
C -3.256 2.599 2.440
C -2.393 2.589 1.324
C -1.467 3.621 1.064
C -0.653 3.573 -0.039
C -0.727 2.497 -0.928
C -1.623 1.470 -0.708
C -2.464 1.497 0.422
C -1.693 0.345 -1.655
O -1.009 0.299 -2.660
N -2.583 -0.669 -1.347
C -2.540 -1.868 -2.170
C -1.801 -2.990 -1.416
N -0.678 -2.440 -0.688
C -0.278 -3.168 0.497
C 0.609 -2.250 1.334
N 1.741 -1.772 0.572
C 3.003 -1.919 1.015
S 3.445 -3.019 2.168
N 3.984 -1.147 0.432
C 3.904 0.219 0.161
C 4.877 0.801 -0.653
C 4.827 2.148 -0.954
C 3.798 2.912 -0.434
F 3.733 4.228 -0.735
C 2.839 2.367 0.400
C 2.898 1.020 0.700
C 1.393 -1.190 -0.704
C 0.493 -2.151 -1.486
H -4.898 -0.316 1.926
H -4.801 1.594 3.506
H -3.205 3.431 3.127
H -1.414 4.455 1.749
H 0.047 4.371 -0.234
H -0.090 2.455 -1.799
H -2.030 -1.603 -3.096
H -3.561 -2.185 -2.386
H -2.489 -3.422 -0.687
H -1.511 -3.776 -2.131
H -1.163 -3.431 1.078
H 0.273 -4.092 0.252
H 0.981 -2.773 2.216
H 0.013 -1.381 1.645
H 4.917 -1.517 0.560
H 5.673 0.190 -1.049
H 5.570 2.607 -1.586
H 2.065 2.992 0.815
H 2.177 0.595 1.380
H 2.294 -0.991 -1.282
H 0.853 -0.248 -0.553
H 0.199 -1.661 -2.413
H 1.058 -3.069 -1.730
```

---

[2]
Formula: C21H29ClN3O3S
Source: the OMol25 dataset
Level of theory: ωB97M-V/def2-TZVPD

## Properties
* total charge: +1
* orbital gap: 5.79 eV
* LUMO energy: -4.9 eV
* SMILES string: C=CCc1c(C(=O)O)cc[n+]([C@H](Cl)CC)c1CCCCCCCSc1nnco1
* E_HOMO: -10.71 eV

```
58
C21H29ClN3O3S | the OMol25 dataset | ωB97M-V/def2-TZVPD
C -1.262 5.712 -1.146
C 0.008 5.410 -1.675
C 0.916 4.250 -1.126
C 0.401 3.667 0.216
C 0.437 4.584 1.384
C 0.972 6.038 1.337
O 0.391 6.866 1.981
O 2.097 6.453 0.643
C -0.054 4.080 2.666
C -0.517 2.720 2.725
N -0.533 1.853 1.639
C -1.022 0.486 1.915
Cl -2.820 0.652 2.266
C -0.318 -0.206 3.171
C 0.405 -1.552 2.694
C -0.109 2.293 0.386
C -0.180 1.317 -0.838
C -1.641 0.863 -1.209
C -1.522 -0.418 -2.163
C -1.105 -1.684 -1.304
C -1.111 -3.034 -2.128
C -0.128 -4.040 -1.361
C -0.679 -5.520 -1.299
S 0.005 -6.358 0.215
C 1.710 -6.840 -0.156
N 2.471 -7.813 0.411
N 3.657 -7.736 -0.230
C 3.684 -6.793 -1.185
O 2.427 -6.198 -1.131
H -2.161 5.050 -1.293
H -1.421 6.633 -0.530
H 0.357 6.020 -2.550
H 1.070 3.498 -1.942
H 1.927 4.710 -0.938
H 2.849 5.861 0.852
H -0.092 4.688 3.602
H -0.894 2.348 3.709
H -0.919 -0.227 1.067
H 0.486 0.419 3.628
H -1.128 -0.517 3.872
H -0.300 -2.256 2.189
H 1.298 -1.299 2.055
H 0.826 -2.001 3.639
H 0.289 1.731 -1.760
H 0.457 0.431 -0.539
H -2.233 1.634 -1.770
H -2.268 0.531 -0.345
H -0.698 -0.214 -2.903
H -2.478 -0.598 -2.727
H -1.852 -1.769 -0.458
H -0.082 -1.586 -0.852
H -2.148 -3.457 -2.193
H -0.687 -2.890 -3.153
H -0.081 -3.679 -0.292
H 0.917 -3.986 -1.764
H -0.337 -6.086 -2.207
H -1.802 -5.512 -1.229
H 4.521 -6.530 -1.865
```

---

[3]
Formula: C38H67CrN6O2PSi
Source: the OMol25 dataset
Level of theory: ωB97M-V/def2-TZVPD

## Properties
* energy relative to the best compared isomer or geometry (same formula, charge and spin): 10.7 kcal/mol
* total charge: 0
* spin multiplicity: 5
* expectation value of S²: 6.0352
* orbital gap (alpha / beta): 6.10 / 6.40 eV
* LUMO energy (alpha / beta): 0.4 / 0.3 eV
* E_HOMO (alpha / beta): -5.75 / -6.13 eV

```
116
C38H67CrN6O2PSi | the OMol25 dataset | ωB97M-V/def2-TZVPD
Cr -0.081 0.701 -0.546
C 5.703 -4.391 -2.553
C 5.806 -3.693 -1.224
C 4.893 -3.946 -0.206
C 4.985 -3.307 1.020
C 5.993 -2.382 1.243
N 6.122 -1.703 2.490
C 5.094 -1.325 3.322
O 5.215 -1.311 4.531
N 3.901 -0.931 2.735
C 3.679 -0.258 1.521
C 4.666 0.398 0.795
C 4.299 1.066 -0.360
C 2.971 1.109 -0.737
N 2.018 0.486 -0.037
C 2.376 -0.203 1.045
C 6.915 -2.121 0.238
C 6.824 -2.777 -0.977
H 4.763 -4.934 -2.637
H 6.519 -5.103 -2.684
H 5.754 -3.675 -3.374
H 4.092 -4.653 -0.374
H 4.266 -3.523 1.799
H 6.960 -1.903 3.017
H 3.185 -0.813 3.436
H 5.691 0.395 1.130
H 5.043 1.580 -0.952
H 2.640 1.662 -1.604
H 1.584 -0.739 1.560
H 7.699 -1.393 0.413
H 7.546 -2.559 -1.755
O -2.013 0.897 0.105
P -2.848 1.102 1.324
N -3.993 2.229 1.019
C -3.838 3.223 -0.054
C -4.991 4.221 0.179
C -5.669 3.774 1.482
C -5.336 2.288 1.579
N -3.627 -0.253 1.818
C -4.463 -1.039 0.894
C -4.871 -2.270 1.713
C -4.702 -1.824 3.164
C -3.459 -0.946 3.096
N -1.954 1.611 2.608
C -0.619 1.104 2.914
C 0.000 2.163 3.848
C -1.134 3.151 4.177
C -2.413 2.462 3.696
H -3.915 2.746 -1.033
H -2.855 3.687 0.006
H -5.693 4.189 -0.654
H -4.624 5.244 0.253
H -6.743 3.959 1.485
H -5.235 4.301 2.334
H -6.045 1.694 0.990
H -5.351 1.913 2.603
H -3.903 -1.315 0.001
H -5.331 -0.455 0.577
H -4.193 -3.098 1.498
H -5.883 -2.600 1.483
H -4.591 -2.655 3.858
H -5.558 -1.223 3.480
H -2.556 -1.569 3.097
H -3.387 -0.241 3.922
H -0.048 0.972 1.985
H -0.670 0.129 3.417
H 0.828 2.673 3.356
H 0.392 1.693 4.749
H -0.993 4.083 3.632
H -1.182 3.387 5.239
H -3.164 3.163 3.334
H -2.859 1.873 4.509
C 1.468 4.988 -0.982
C 0.928 3.809 -0.170
C -0.012 4.322 0.917
C 0.215 2.763 -1.028
H 1.962 5.732 -0.349
H 0.650 5.481 -1.513
H 2.187 4.649 -1.730
H 1.790 3.344 0.333
H -0.801 4.933 0.468
H 0.505 4.940 1.656
H -0.495 3.487 1.426
H 0.751 2.666 -1.991
H -0.775 3.160 -1.307
C -1.446 -3.077 -1.170
Si -0.558 -1.569 -1.953
C -1.807 -0.951 -3.327
C -1.415 0.456 -3.792
C -1.929 -1.859 -4.551
C -3.192 -0.849 -2.680
C 1.002 -2.387 -2.801
C 1.682 -1.400 -3.750
C 2.003 -2.735 -1.695
C 0.709 -3.686 -3.560
H -1.877 -3.764 -1.904
H -2.251 -2.752 -0.507
H -0.743 -3.645 -0.556
H -0.415 0.486 -4.227
H -1.435 1.168 -2.962
H -2.119 0.819 -4.552
H -1.016 -1.859 -5.150
H -2.743 -1.515 -5.202
H -2.148 -2.891 -4.270
H -3.162 -0.216 -1.791
H -3.578 -1.830 -2.396
H -3.907 -0.404 -3.385
H 1.893 -0.450 -3.248
H 1.067 -1.183 -4.624
H 2.637 -1.805 -4.109
H 2.308 -1.856 -1.126
H 2.906 -3.175 -2.136
H 1.590 -3.463 -0.992
H 0.091 -3.521 -4.442
H 0.202 -4.416 -2.927
H 1.647 -4.145 -3.901
```

---

no.,calculated total energy (eV)
1,-49908.5941
2,-56204.7661
3,-99120.1062